Record 1
Entry from the OMol25 dataset: one molecule with the formula C14H19N3O2 (ωB97M-V with the def2-TZVPD basis set).

Each line ends with the Löwdin charge.
Atoms and positions in Å:
1 O 5.25 -4.02 3.84  0.0358
2 N 0.63 -1.07 0.84  0.2024
3 O -1.01 -0.14 2.00  0.0464
4 C 4.35 -3.30 3.45  -0.4833
5 C -0.49 -0.46 0.75  -0.2567
6 C 4.12 -3.16 2.05  -0.0120
7 C 3.50 -2.69 4.46  0.0013
8 C 3.03 -2.43 1.63  0.0107
9 C 2.39 -2.01 4.03  -0.0250
10 C 2.06 -1.84 2.61  -0.1604
11 C 0.91 -1.25 2.16  -0.2762
12 N -0.12 -0.72 2.91  0.1105
13 N -1.54 1.78 -2.08  -0.2166
14 C -3.66 2.80 -1.71  -0.0935
15 C -1.61 0.59 -4.20  -0.0779
16 C -1.11 -0.07 -0.59  -0.0826
17 C -2.23 3.09 -2.13  -0.2371
18 C -0.77 1.44 -3.25  -0.2653
19 C -0.98 1.43 -0.75  -0.1824
20 H 4.78 -3.57 1.34  0.1002
21 H 3.77 -2.81 5.52  0.1177
22 H 2.92 -2.23 0.57  0.0971
23 H 1.73 -1.54 4.76  0.0949
24 H 0.09 -0.26 3.78  0.1610
25 H -4.07 2.05 -2.37  0.0623
26 H -4.27 3.71 -1.75  0.0703
27 H -3.77 2.35 -0.70  0.0743
28 H -2.59 1.02 -4.35  0.0656
29 H -1.79 -0.38 -3.77  0.0614
30 H -1.11 0.49 -5.18  0.0770
31 H -2.18 -0.39 -0.67  0.1425
32 H -0.55 -0.62 -1.38  0.1263
33 H -2.21 3.54 -3.12  0.1148
34 H -1.72 3.76 -1.43  0.1110
35 H -0.41 2.39 -3.71  0.1170
36 H 0.15 0.91 -2.99  0.1105
37 H 0.07 1.75 -0.65  0.1313
38 H -1.57 1.87 0.08  0.1269

The value obtained for the orbital gap is 7.246 eV. Its lowest unoccupied orbital energy is -0.010 hartree. The calculation puts the HOMO energy at -7.52 eV. As for the SMILES: CCN(CC)CCC1=NC(=C2C=CC(=O)C=C2)NO1. The strongest force on any atom is 4.021 eV Å⁻¹. Its energy above the lowest of the compared OMol25 structures with the same formula, charge and spin is 458.00 kJ/mol. The total energy is -859.5026 a.u.



Record 2
Entry from the OMol25 dataset: one molecule with the formula C14H19N5O4S (ωB97M-V with the def2-TZVPD basis set).

Each line ends with the Löwdin charge.
Atoms and positions in Å:
1 C 0.79 1.01 5.16  -0.1062
2 C 2.29 1.00 5.41  -0.2644
3 C 3.00 -0.27 4.94  -0.2116
4 C 2.90 -0.50 3.42  -0.1706
5 C 1.80 -1.48 3.05  -0.1649
6 H 0.84 -1.17 3.47  0.1154
7 H 2.04 -2.49 3.40  0.1337
8 O 1.66 -1.61 1.63  0.0161
9 C 0.94 -0.66 1.02  -0.5331
10 O 0.39 0.26 1.58  0.1106
11 N 0.93 -0.91 -0.33  0.1626
12 C 0.29 -0.21 -1.34  -0.1985
13 C -0.45 0.95 -1.09  0.0149
14 C -1.09 1.58 -2.14  -0.0508
15 C -0.98 1.07 -3.42  -0.3059
16 C -0.24 -0.06 -3.68  -0.0593
17 C 0.40 -0.70 -2.64  0.0072
18 H 0.98 -1.60 -2.83  0.1207
19 H -0.17 -0.42 -4.69  0.1173
20 S -1.97 1.78 -4.72  0.6744
21 O -1.51 1.32 -5.99  -0.2717
22 O -2.22 3.17 -4.51  -0.2783
23 N -3.49 1.02 -4.44  -0.0388
24 N -3.35 -0.33 -4.19  -0.1361
25 C -3.00 -1.27 -5.11  -0.1573
26 N -2.80 -2.41 -4.51  0.0142
27 N -3.03 -2.24 -3.20  0.0132
28 C -3.34 -1.00 -3.00  -0.1635
29 H -3.59 -0.55 -2.06  0.1238
30 H -2.88 -1.07 -6.15  0.1245
31 H -4.02 1.49 -3.72  0.1236
32 H -1.67 2.48 -1.97  0.1187
33 H -0.52 1.33 -0.09  0.1054
34 H 1.43 -1.75 -0.60  0.1596
35 H 2.71 0.45 2.92  0.1141
36 H 3.85 -0.89 3.04  0.1148
37 H 2.57 -1.13 5.46  0.1111
38 H 4.05 -0.20 5.22  0.1062
39 H 2.74 1.86 4.91  0.1073
40 H 2.48 1.12 6.48  0.1027
41 H 0.56 1.00 4.10  0.0530
42 H 0.32 0.14 5.63  0.0757
43 H 0.35 1.90 5.59  0.0705

The value obtained for the orbital gap is 9.652 eV. Its lowest unoccupied orbital energy is 0.011 hartree. The calculation puts the HOMO energy at -9.36 eV. As for the SMILES: CCCCCOC(=O)Nc1ccc(S(=O)(=O)Nn2cnnc2)cc1. The strongest force on any atom is 1.195 eV Å⁻¹. Its energy above the lowest of the compared OMol25 structures with the same formula, charge and spin is 3.79 kJ/mol. The total energy is -1517.7841 a.u.



Record 3
Entry from the OMol25 dataset: C14H19NO as an isolated structure (ωB97M-V with the def2-TZVPD basis set).

Each line ends with the Löwdin charge.
Atoms and positions in Å:
1 C -1.50 2.99 -4.15  -0.0854
2 C -2.63 2.34 -3.63  -0.0791
3 C -0.27 2.61 -3.70  -0.0843
4 C -2.54 1.51 -2.52  -0.0435
5 C -0.21 1.74 -2.65  -0.0394
6 C -1.29 1.25 -1.94  -0.2497
7 C -1.19 0.47 -0.75  0.0581
8 C 2.28 -2.25 3.11  -0.1769
9 C 2.17 -2.68 1.59  -0.1568
10 C 0.95 -1.51 3.42  -0.1426
11 C 2.01 -1.39 0.69  -0.1383
12 C 0.82 -0.24 2.46  -0.1385
13 C 0.74 -0.70 1.06  -0.3726
14 C -2.48 0.05 0.01  -0.0567
15 N 0.46 0.40 0.15  -0.1303
16 O 1.41 1.03 -0.27  -0.0340
17 H -1.63 3.95 -4.65  0.1123
18 H -3.62 2.61 -3.90  0.0861
19 H 0.52 2.97 -4.18  0.0664
20 H -3.53 1.13 -2.14  0.1216
21 H 0.82 1.47 -2.29  0.1160
22 H 2.53 -3.14 3.59  0.0806
23 H 3.07 -1.56 3.16  0.0883
24 H 3.10 -3.03 1.30  0.0704
25 H 1.42 -3.49 1.62  0.1224
26 H 0.10 -2.09 3.01  0.1111
27 H 0.87 -1.42 4.46  0.0806
28 H 2.80 -0.69 0.78  0.1008
29 H 1.89 -1.69 -0.40  0.1447
30 H -0.01 0.24 2.87  0.0896
31 H 1.61 0.46 2.63  0.1176
32 H -0.20 -1.38 0.84  0.1757
33 H -3.04 0.92 0.08  0.0481
34 H -3.10 -0.57 -0.65  0.0838
35 H -2.34 -0.35 0.98  0.0543

The value obtained for the orbital gap (spin up / spin down) is 7.546 / 8.321 eV. Its lowest unoccupied orbital energy (spin up / spin down) is 0.030 / -0.023 hartree. The calculation puts the HOMO energy (spin up / spin down) at -6.73 / -8.94 eV. The strongest force on any atom is 4.152 eV Å⁻¹. The total energy is -674.6153 a.u. Its spin multiplicity is 3.



Please write out number 3 again, unchanged.
Entry from the OMol25 dataset: C14H19NO as an isolated structure (ωB97M-V with the def2-TZVPD basis set).

Each line ends with the Löwdin charge.
Atoms and positions in Å:
1 C -1.50 2.99 -4.15  -0.0854
2 C -2.63 2.34 -3.63  -0.0791
3 C -0.27 2.61 -3.70  -0.0843
4 C -2.54 1.51 -2.52  -0.0435
5 C -0.21 1.74 -2.65  -0.0394
6 C -1.29 1.25 -1.94  -0.2497
7 C -1.19 0.47 -0.75  0.0581
8 C 2.28 -2.25 3.11  -0.1769
9 C 2.17 -2.68 1.59  -0.1568
10 C 0.95 -1.51 3.42  -0.1426
11 C 2.01 -1.39 0.69  -0.1383
12 C 0.82 -0.24 2.46  -0.1385
13 C 0.74 -0.70 1.06  -0.3726
14 C -2.48 0.05 0.01  -0.0567
15 N 0.46 0.40 0.15  -0.1303
16 O 1.41 1.03 -0.27  -0.0340
17 H -1.63 3.95 -4.65  0.1123
18 H -3.62 2.61 -3.90  0.0861
19 H 0.52 2.97 -4.18  0.0664
20 H -3.53 1.13 -2.14  0.1216
21 H 0.82 1.47 -2.29  0.1160
22 H 2.53 -3.14 3.59  0.0806
23 H 3.07 -1.56 3.16  0.0883
24 H 3.10 -3.03 1.30  0.0704
25 H 1.42 -3.49 1.62  0.1224
26 H 0.10 -2.09 3.01  0.1111
27 H 0.87 -1.42 4.46  0.0806
28 H 2.80 -0.69 0.78  0.1008
29 H 1.89 -1.69 -0.40  0.1447
30 H -0.01 0.24 2.87  0.0896
31 H 1.61 0.46 2.63  0.1176
32 H -0.20 -1.38 0.84  0.1757
33 H -3.04 0.92 0.08  0.0481
34 H -3.10 -0.57 -0.65  0.0838
35 H -2.34 -0.35 0.98  0.0543

The value obtained for the orbital gap (spin up / spin down) is 7.546 / 8.321 eV. Its lowest unoccupied orbital energy (spin up / spin down) is 0.030 / -0.023 hartree. The calculation puts the HOMO energy (spin up / spin down) at -6.73 / -8.94 eV. The strongest force on any atom is 4.152 eV Å⁻¹. The total energy is -674.6153 a.u. Its spin multiplicity is 3.



Copy entry 1 word for word.
Entry from the OMol25 dataset: one molecule with the formula C14H19N3O2 (ωB97M-V with the def2-TZVPD basis set).

Each line ends with the Löwdin charge.
Atoms and positions in Å:
1 O 5.25 -4.02 3.84  0.0358
2 N 0.63 -1.07 0.84  0.2024
3 O -1.01 -0.14 2.00  0.0464
4 C 4.35 -3.30 3.45  -0.4833
5 C -0.49 -0.46 0.75  -0.2567
6 C 4.12 -3.16 2.05  -0.0120
7 C 3.50 -2.69 4.46  0.0013
8 C 3.03 -2.43 1.63  0.0107
9 C 2.39 -2.01 4.03  -0.0250
10 C 2.06 -1.84 2.61  -0.1604
11 C 0.91 -1.25 2.16  -0.2762
12 N -0.12 -0.72 2.91  0.1105
13 N -1.54 1.78 -2.08  -0.2166
14 C -3.66 2.80 -1.71  -0.0935
15 C -1.61 0.59 -4.20  -0.0779
16 C -1.11 -0.07 -0.59  -0.0826
17 C -2.23 3.09 -2.13  -0.2371
18 C -0.77 1.44 -3.25  -0.2653
19 C -0.98 1.43 -0.75  -0.1824
20 H 4.78 -3.57 1.34  0.1002
21 H 3.77 -2.81 5.52  0.1177
22 H 2.92 -2.23 0.57  0.0971
23 H 1.73 -1.54 4.76  0.0949
24 H 0.09 -0.26 3.78  0.1610
25 H -4.07 2.05 -2.37  0.0623
26 H -4.27 3.71 -1.75  0.0703
27 H -3.77 2.35 -0.70  0.0743
28 H -2.59 1.02 -4.35  0.0656
29 H -1.79 -0.38 -3.77  0.0614
30 H -1.11 0.49 -5.18  0.0770
31 H -2.18 -0.39 -0.67  0.1425
32 H -0.55 -0.62 -1.38  0.1263
33 H -2.21 3.54 -3.12  0.1148
34 H -1.72 3.76 -1.43  0.1110
35 H -0.41 2.39 -3.71  0.1170
36 H 0.15 0.91 -2.99  0.1105
37 H 0.07 1.75 -0.65  0.1313
38 H -1.57 1.87 0.08  0.1269

The value obtained for the orbital gap is 7.246 eV. Its lowest unoccupied orbital energy is -0.010 hartree. The calculation puts the HOMO energy at -7.52 eV. As for the SMILES: CCN(CC)CCC1=NC(=C2C=CC(=O)C=C2)NO1. The strongest force on any atom is 4.021 eV Å⁻¹. Its energy above the lowest of the compared OMol25 structures with the same formula, charge and spin is 458.00 kJ/mol. The total energy is -859.5026 a.u.



Please write out number 2 again, unchanged.
Entry from the OMol25 dataset: one molecule with the formula C14H19N5O4S (ωB97M-V with the def2-TZVPD basis set).

Each line ends with the Löwdin charge.
Atoms and positions in Å:
1 C 0.79 1.01 5.16  -0.1062
2 C 2.29 1.00 5.41  -0.2644
3 C 3.00 -0.27 4.94  -0.2116
4 C 2.90 -0.50 3.42  -0.1706
5 C 1.80 -1.48 3.05  -0.1649
6 H 0.84 -1.17 3.47  0.1154
7 H 2.04 -2.49 3.40  0.1337
8 O 1.66 -1.61 1.63  0.0161
9 C 0.94 -0.66 1.02  -0.5331
10 O 0.39 0.26 1.58  0.1106
11 N 0.93 -0.91 -0.33  0.1626
12 C 0.29 -0.21 -1.34  -0.1985
13 C -0.45 0.95 -1.09  0.0149
14 C -1.09 1.58 -2.14  -0.0508
15 C -0.98 1.07 -3.42  -0.3059
16 C -0.24 -0.06 -3.68  -0.0593
17 C 0.40 -0.70 -2.64  0.0072
18 H 0.98 -1.60 -2.83  0.1207
19 H -0.17 -0.42 -4.69  0.1173
20 S -1.97 1.78 -4.72  0.6744
21 O -1.51 1.32 -5.99  -0.2717
22 O -2.22 3.17 -4.51  -0.2783
23 N -3.49 1.02 -4.44  -0.0388
24 N -3.35 -0.33 -4.19  -0.1361
25 C -3.00 -1.27 -5.11  -0.1573
26 N -2.80 -2.41 -4.51  0.0142
27 N -3.03 -2.24 -3.20  0.0132
28 C -3.34 -1.00 -3.00  -0.1635
29 H -3.59 -0.55 -2.06  0.1238
30 H -2.88 -1.07 -6.15  0.1245
31 H -4.02 1.49 -3.72  0.1236
32 H -1.67 2.48 -1.97  0.1187
33 H -0.52 1.33 -0.09  0.1054
34 H 1.43 -1.75 -0.60  0.1596
35 H 2.71 0.45 2.92  0.1141
36 H 3.85 -0.89 3.04  0.1148
37 H 2.57 -1.13 5.46  0.1111
38 H 4.05 -0.20 5.22  0.1062
39 H 2.74 1.86 4.91  0.1073
40 H 2.48 1.12 6.48  0.1027
41 H 0.56 1.00 4.10  0.0530
42 H 0.32 0.14 5.63  0.0757
43 H 0.35 1.90 5.59  0.0705

The value obtained for the orbital gap is 9.652 eV. Its lowest unoccupied orbital energy is 0.011 hartree. The calculation puts the HOMO energy at -9.36 eV. As for the SMILES: CCCCCOC(=O)Nc1ccc(S(=O)(=O)Nn2cnnc2)cc1. The strongest force on any atom is 1.195 eV Å⁻¹. Its energy above the lowest of the compared OMol25 structures with the same formula, charge and spin is 3.79 kJ/mol. The total energy is -1517.7841 a.u.